Record 1
42
Properties=species:S:1:pos:R:3:forces:R:3 method="wB97M-V/def2-TZVPD" e_homo_ha=-0.3683 orbital_gap_ev=9.7509
O -9.15100 -7.71700 8.65200 -1.635 0.749 1.593
H -9.62700 -7.47300 9.51700 0.693 0.382 -1.182
H -8.68500 -8.47700 8.96100 1.054 -1.067 -0.207
O -7.62300 -9.16300 6.65700 0.800 -0.315 0.116
H -7.36300 -9.28900 5.74200 0.066 -0.184 -0.047
H -8.51100 -8.81700 6.58800 -0.459 0.286 0.087
O -14.67900 -8.35000 6.47300 0.164 0.524 -0.107
H -14.38500 -7.67700 5.85000 -0.429 0.148 -0.174
H -13.87700 -8.86000 6.56300 0.433 -0.826 0.238
O -14.55500 -6.88900 8.96000 -0.297 -0.600 0.156
H -15.13800 -7.40800 9.52800 0.145 0.290 0.268
H -14.44400 -7.51200 8.22600 -0.053 0.155 -0.372
O -10.44100 -9.99800 5.12000 -0.005 1.118 -2.376
H -10.16400 -9.06200 4.93800 -0.370 -1.349 0.242
H -10.42100 -10.05300 6.05400 0.072 -0.291 1.616
O -12.90100 -8.49700 11.25400 -1.113 0.675 2.034
H -12.30400 -9.08900 10.84000 0.964 -1.008 -0.418
H -13.02500 -8.80100 12.19400 0.356 0.356 -1.493
O -10.18400 -10.68600 7.73600 0.201 0.505 0.295
H -10.95600 -10.64600 8.29000 -0.673 0.072 0.224
H -9.95000 -11.60600 7.72600 0.375 -0.686 -0.171
O -9.61100 -7.56800 5.68100 1.197 -1.898 -1.011
H -8.96200 -6.97100 5.35800 0.882 0.836 -0.290
H -10.30800 -7.06900 6.02100 -1.657 1.545 0.940
O -10.38300 -4.49000 9.00000 0.632 -0.257 0.626
H -10.84900 -3.68300 8.84100 -0.474 0.824 0.054
H -10.56800 -4.99500 8.21400 -0.143 -0.625 -0.331
O -14.21200 -10.20400 9.07900 -0.920 -0.721 -0.678
H -13.54500 -9.54800 9.11700 1.037 1.482 -0.233
H -14.03500 -10.71700 9.85300 -0.150 -0.656 0.750
O -10.48800 -6.71900 10.87500 -0.492 -1.034 0.381
H -11.34700 -7.17200 10.96000 0.209 0.003 0.190
H -10.74100 -5.90200 10.45900 0.179 1.086 -0.548
O -13.37900 -4.59100 8.22200 0.457 1.206 -1.207
H -13.39900 -3.98900 8.95200 -0.124 0.677 0.519
H -13.46500 -5.42900 8.64000 -0.500 -1.528 0.628
O -11.85000 -8.17500 8.15100 -0.158 -1.351 0.627
H -11.83700 -7.39500 7.61700 0.112 0.683 -0.095
H -10.90300 -8.36200 8.31600 0.001 0.350 -0.315
O -11.38900 -5.82200 6.62200 -1.252 -0.587 -0.718
H -12.28200 -5.96900 6.26600 -0.240 -0.840 0.624
H -11.37600 -4.96800 6.22900 1.118 1.873 -0.234

---

Record 2
13
Properties=species:S:1:pos:R:3:forces:R:3 method="wB97M-V/def2-TZVPD" e_homo_ha=-0.3041 orbital_gap_ev=3.9469
C -0.81100 1.07680 0.02068 -0.221 0.084 0.175
C -1.16913 1.71170 1.13031 0.159 -0.324 -1.252
S 2.57440 -0.12476 -0.23834 -0.916 0.862 -0.439
C -1.28537 -0.33815 -0.45828 -0.672 -0.326 0.079
N -0.24290 -1.25680 -0.16878 -1.660 0.194 -1.135
O -2.45418 -0.65955 -0.02847 0.196 -0.191 -0.124
H -0.10278 1.39831 -0.71082 0.474 0.756 -0.028
H -1.40412 -0.12096 -1.63736 0.650 -0.282 1.353
H -1.89758 1.32840 1.83767 0.166 0.198 -0.127
H -0.69394 2.68280 1.20726 -0.144 -0.015 0.637
H 3.40778 -1.06857 0.10358 0.605 -0.819 0.280
H -0.54343 -2.22378 -0.31304 0.615 0.289 0.322
H 0.71510 -0.89323 -0.05435 0.748 -0.428 0.259